{"formula": "C52H128BF4N8O4", "method": "the ωB97M-V functional and the def2-TZVPD basis", "e_lumo_ev": -10.460, "charge": 7, "symbols": ["C", "C", "C", "N", "C", "C", "C", "C", "C", "H", "H", "H", "H", "H", "H", "H", "H", "H", "H", "H", "H", "H", "H", "H", "H", "H", "H", "C", "C", "C", "N", "C", "C", "C", "C", "C", "H", "H", "H", "H", "H", "H", "H", "H", "H", "H", "H", "H", "H", "H", "H", "H", "H", "H", "C", "C", "C", "N", "C", "C", "C", "C", "C", "H", "H", "H", "H", "H", "H", "H", "H", "H", "H", "H", "H", "H", "H", "H", "H", "H", "H", "C", "C", "C", "N", "C", "C", "C", "C", "C", "H", "H", "H", "H", "H", "H", "H", "H", "H", "H", "H", "H", "H", "H", "H", "H", "H", "H", "C", "N", "C", "C", "C", "C", "O", "H", "H", "H", "H", "H", "H", "H", "H", "H", "H", "H", "H", "H", "H", "C", "N", "C", "C", "C", "C", "O", "H", "H", "H", "H", "H", "H", "H", "H", "H", "H", "H", "H", "H", "H", "C", "N", "C", "C", "C", "C", "O", "H", "H", "H", "H", "H", "H", "H", "H", "H", "H", "H", "H", "H", "H", "C", "N", "C", "C", "C", "C", "O", "H", "H", "H", "H", "H", "H", "H", "H", "H", "H", "H", "H", "H", "H", "B", "F", "F", "F", "F"], "xyz": [[4.297, 6.998, -0.844], [4.287, 8.430, -0.316], [5.648, 9.044, -0.159], [5.560, 10.554, 0.249], [4.766, 10.763, 1.565], [7.020, 11.144, 0.373], [7.127, 12.251, -0.707], [5.723, 12.735, -0.935], [4.913, 11.477, -0.850], [3.497, 6.306, -0.582], [5.176, 6.418, -0.564], [4.336, 7.061, -1.932], [3.826, 8.290, 0.661], [3.544, 9.009, -0.866], [6.183, 8.864, -1.092], [6.187, 8.526, 0.635], [4.285, 11.739, 1.629], [5.475, 10.526, 2.358], [3.912, 10.086, 1.546], [7.044, 11.716, 1.300], [7.630, 10.240, 0.371], [7.765, 13.061, -0.356], [7.590, 11.816, -1.593], [5.357, 13.408, -0.160], [5.699, 13.172, -1.933], [3.857, 11.683, -0.676], [4.897, 10.811, -1.714], [-1.107, 3.443, -5.958], [-0.479, 2.364, -6.897], [-1.541, 1.394, -7.492], [-1.023, 0.181, -8.315], [-0.071, 0.625, -9.422], [-2.119, -0.729, -8.960], [-1.598, -2.020, -9.207], [-0.366, -2.172, -8.318], [-0.291, -0.891, -7.493], [-1.895, 4.039, -6.419], [-0.311, 4.147, -5.711], [-1.479, 2.927, -5.073], [0.285, 1.776, -6.388], [-0.103, 2.967, -7.724], [-2.314, 1.908, -8.064], [-2.051, 0.913, -6.657], [0.822, 1.076, -8.989], [-0.620, 1.399, -9.957], [0.194, -0.186, -10.100], [-2.433, -0.133, -9.817], [-2.911, -0.689, -8.212], [-1.234, -2.090, -10.232], [-2.367, -2.789, -9.129], [0.494, -2.334, -8.967], [-0.563, -3.028, -7.674], [0.711, -0.596, -7.183], [-0.878, -1.046, -6.587], [3.625, -5.063, -4.685], [4.939, -4.284, -4.969], [5.290, -3.319, -3.841], [6.761, -2.908, -3.808], [7.718, -4.001, -3.286], [6.788, -1.730, -2.833], [6.487, -0.471, -3.671], [7.109, -0.703, -5.050], [7.317, -2.261, -5.134], [3.646, -5.407, -3.651], [3.546, -5.897, -5.383], [2.646, -4.584, -4.659], [4.850, -3.675, -5.869], [5.772, -4.882, -5.337], [5.205, -3.643, -2.803], [4.642, -2.453, -3.975], [7.465, -4.196, -2.243], [8.782, -3.783, -3.374], [7.493, -4.919, -3.829], [7.831, -1.605, -2.543], [6.116, -1.925, -1.997], [6.934, 0.434, -3.260], [5.447, -0.158, -3.584], [8.115, -0.284, -5.049], [6.462, -0.329, -5.843], [8.398, -2.390, -5.187], [6.778, -2.717, -5.965], [-3.723, -3.490, 11.680], [-4.649, -3.330, 10.460], [-3.957, -2.677, 9.247], [-4.838, -2.538, 7.978], [-6.032, -1.630, 8.299], [-3.920, -1.839, 6.891], [-4.490, -2.167, 5.518], [-5.148, -3.571, 5.701], [-5.063, -3.870, 7.191], [-2.919, -4.227, 11.666], [-4.347, -3.799, 12.519], [-3.293, -2.522, 11.935], [-5.531, -2.807, 10.831], [-5.089, -4.294, 10.207], [-3.070, -3.181, 8.864], [-3.621, -1.656, 9.431], [-6.690, -2.038, 9.067], [-6.705, -1.695, 7.444], [-5.677, -0.615, 8.473], [-3.889, -0.778, 7.139], [-2.902, -2.228, 6.909], [-5.227, -1.429, 5.199], [-3.638, -2.207, 4.840], [-6.178, -3.288, 5.486], [-4.849, -4.401, 5.061], [-5.968, -4.368, 7.540], [-4.263, -4.567, 7.439], [2.853, 3.881, 6.333], [3.648, 2.637, 5.826], [5.087, 2.778, 6.392], [2.990, 1.430, 6.511], [3.608, 2.683, 4.281], [4.230, 1.492, 3.553], [5.644, 1.575, 3.514], [3.306, 4.872, 6.321], [2.610, 3.718, 7.383], [1.870, 3.758, 5.877], [5.114, 3.175, 7.407], [5.456, 3.461, 5.626], [5.668, 1.860, 6.312], [1.953, 1.368, 6.183], [2.976, 1.544, 7.595], [3.562, 0.547, 6.225], [3.976, 3.665, 3.985], [2.537, 2.617, 4.086], [3.920, 1.509, 2.509], [3.982, 0.496, 3.919], [6.094, 0.730, 3.441], [1.637, -5.327, 3.118], [1.332, -6.808, 3.034], [0.714, -7.093, 1.625], [2.676, -7.583, 3.089], [0.353, -7.221, 4.168], [0.150, -8.761, 4.322], [1.195, -9.350, 5.036], [2.255, -5.125, 3.993], [0.723, -4.757, 3.288], [2.210, -4.969, 2.263], [1.266, -6.513, 0.885], [-0.270, -6.663, 1.817], [0.618, -8.164, 1.452], [3.298, -7.200, 2.280], [2.495, -8.625, 2.825], [3.197, -7.285, 3.999], [-0.598, -6.716, 3.998], [0.794, -6.869, 5.101], [0.209, -9.295, 3.373], [-0.735, -9.044, 4.891], [1.085, -10.304, 5.036], [-5.690, -4.289, -4.795], [-6.756, -5.209, -4.048], [-6.178, -5.235, -2.636], [-8.060, -4.349, -3.986], [-6.992, -6.612, -4.611], [-7.874, -6.633, -5.884], [-9.265, -6.546, -5.623], [-6.289, -3.775, -5.546], [-4.851, -4.791, -5.278], [-5.150, -3.625, -4.121], [-5.208, -5.722, -2.733], [-6.880, -5.849, -2.072], [-6.229, -4.259, -2.153], [-7.767, -3.377, -3.588], [-8.775, -4.815, -3.308], [-8.384, -4.279, -5.024], [-7.367, -7.265, -3.824], [-5.987, -6.943, -4.873], [-7.730, -7.585, -6.395], [-7.617, -5.898, -6.647], [-9.679, -7.299, -6.050], [-5.871, 5.433, -0.108], [-5.811, 4.034, 0.545], [-7.052, 3.849, 1.441], [-5.856, 2.915, -0.569], [-4.465, 3.777, 1.200], [-4.232, 4.458, 2.614], [-5.116, 3.935, 3.576], [-6.167, 6.269, 0.526], [-6.426, 5.366, -1.044], [-4.830, 5.668, -0.331], [-7.883, 3.663, 0.761], [-7.239, 4.745, 2.032], [-7.049, 2.986, 2.108], [-6.729, 2.970, -1.220], [-5.786, 1.921, -0.127], [-4.948, 2.983, -1.168], [-3.726, 4.213, 0.528], [-4.281, 2.708, 1.306], [-4.494, 5.516, 2.632], [-3.194, 4.395, 2.941], [-4.690, 3.889, 4.435], [-0.382, -0.277, -0.702], [-0.479, 0.230, 0.557], [-0.504, -1.645, -0.527], [-1.462, 0.063, -1.456], [0.877, -0.043, -1.268]], "forces_ev_per_angstrom": [[1.0, -0.4, -1.3], [-1.7, -1.2, 1.5], [-0.7, 0.8, 0.3], [-0.3, 1.2, -0.3], [0.4, -1.1, -1.0], [-1.5, 0.6, 0.1], [1.3, -1.0, 0.5], [0.1, -0.7, -0.2], [-0.7, -1.7, -0.4], [-0.5, 0.7, 0.2], [0.4, 0.3, 0.2], [0.0, -0.3, -0.1], [0.1, 0.5, 0.3], [0.4, 0.3, -0.3], [0.4, 0.9, 0.0], [0.1, 0.2, 0.1], [0.9, 0.3, -0.1], [-0.4, 0.2, 0.2], [0.3, -0.2, 0.1], [0.1, -0.7, 0.4], [0.5, 0.7, -0.1], [0.2, -0.2, 0.0], [-0.2, 0.3, -0.3], [0.3, 0.3, -0.2], [-0.5, 0.3, 0.2], [0.0, -0.3, 0.6], [0.4, 0.5, -0.4], [0.4, -1.1, -0.2], [-1.2, 0.4, -1.1], [0.1, -0.8, 0.7], [1.7, -1.0, -0.3], [-0.7, 0.7, 0.4], [-1.7, 5.1, 1.1], [1.4, -2.3, -1.8], [-0.2, -0.4, 0.3], [-0.4, 0.1, 0.4], [-0.1, -0.3, -0.2], [-0.1, -0.1, 0.3], [-0.1, 0.4, 0.2], [0.2, 0.3, 0.0], [0.7, -0.4, -0.1], [0.3, 0.0, -0.3], [-0.2, -0.1, 0.1], [-0.1, -0.2, 0.1], [0.2, -0.1, -0.3], [-0.2, 0.0, 0.3], [-0.3, -0.3, -0.1], [-0.2, -0.1, -0.1], [-0.3, -0.1, -0.1], [0.2, 0.0, 0.3], [0.1, -0.1, 0.5], [0.7, 0.0, 0.1], [-0.1, 0.2, -0.3], [-0.1, 0.3, 0.1], [0.6, -0.4, 0.4], [-0.7, 0.6, -0.4], [1.0, -0.5, -0.4], [1.3, 1.8, -0.2], [-1.5, -0.5, -0.3], [0.9, 0.9, -0.9], [-0.4, 0.6, 0.9], [-0.5, -1.5, 0.6], [-0.7, 0.5, 0.3], [0.4, -0.7, 0.0], [0.0, -0.1, 0.3], [0.3, 0.9, -0.7], [-0.6, 0.3, -0.1], [0.0, -0.8, 0.9], [-0.7, -0.7, -0.2], [0.5, 0.4, 0.2], [0.0, 0.2, 0.0], [-0.3, 0.5, -0.2], [0.1, 0.1, -0.1], [-0.1, -0.4, 0.5], [0.3, 0.0, 0.0], [0.5, -0.3, 0.5], [-0.4, -0.6, -0.8], [-0.3, 0.3, -0.4], [0.4, 0.0, -0.1], [-0.3, -0.8, 0.0], [0.4, -0.1, 0.1], [-0.3, 0.3, 0.2], [0.3, -0.6, 0.0], [-0.7, -0.1, -0.4], [1.7, 0.2, -1.1], [-0.4, -1.4, -1.3], [-0.9, 0.4, 0.5], [0.7, -0.6, 0.4], [-1.0, 1.8, 0.4], [-0.8, -0.3, 1.1], [0.0, 0.0, -0.7], [0.0, 0.1, 0.0], [0.1, 0.0, 0.1], [0.2, 0.7, -0.3], [0.3, -0.3, -0.4], [-0.1, -0.5, 0.5], [-0.2, 0.1, 0.4], [0.8, 0.0, 0.5], [0.2, 0.5, -0.4], [-0.1, -0.3, 0.2], [0.0, -0.1, 0.0], [-0.2, -0.3, 0.7], [0.2, -0.1, -0.2], [-0.2, 0.3, -0.3], [-0.3, -0.9, -0.2], [0.2, 0.3, 0.1], [-0.1, 0.2, 0.2], [0.3, 0.4, 0.2], [-0.8, -1.6, 0.6], [0.3, 1.0, 2.3], [-0.4, 0.3, -1.8], [0.1, 0.4, -1.1], [-0.7, -1.5, 1.0], [1.3, -0.3, -0.6], [0.4, 1.0, 0.6], [0.3, -0.4, -0.9], [0.5, -0.2, 0.1], [0.2, 0.7, -0.5], [-0.4, 0.0, -0.2], [0.8, 0.2, 0.7], [-0.4, -0.1, 0.0], [0.1, -0.1, -0.2], [0.4, 0.3, -0.2], [-0.2, 0.0, 0.1], [0.2, -0.2, 0.0], [0.0, 0.2, -0.2], [-0.7, 0.3, 0.0], [-0.7, 0.2, 0.4], [-0.3, -0.2, 0.0], [0.0, -0.2, 0.8], [0.9, -0.8, -1.0], [-0.6, 0.9, 2.2], [-0.6, 1.1, -0.6], [0.7, -1.1, -0.1], [0.5, -0.4, -0.4], [1.5, 0.7, 0.8], [0.0, -0.4, 0.1], [-0.1, -0.1, -0.5], [-0.4, -0.3, -0.2], [0.0, -0.4, 0.1], [-0.2, -0.1, -0.9], [0.3, 0.2, -0.1], [-0.2, 0.3, -0.2], [0.1, 0.0, 0.9], [-0.3, -0.9, 0.2], [0.1, 0.0, -0.2], [0.1, 0.1, 0.0], [-1.0, 0.5, -0.6], [-0.7, 0.8, -0.6], [0.0, -0.2, 0.1], [-1.1, -0.8, -0.7], [0.9, 2.7, 1.0], [-1.4, -1.5, -0.5], [1.3, -0.7, -0.3], [0.4, 0.8, -1.0], [-0.5, -0.8, -0.1], [0.4, 0.4, 0.5], [0.5, 0.2, 0.0], [-0.6, -0.9, -0.1], [-0.9, 0.1, 0.4], [0.0, 0.3, 0.5], [0.3, -0.3, 0.2], [0.5, 0.1, -0.5], [0.0, -0.1, -0.2], [0.0, -0.2, -0.4], [-0.5, 0.1, 0.4], [-0.3, 0.3, 0.0], [0.0, -0.2, -0.1], [0.6, -0.1, 0.2], [0.4, 0.4, 0.3], [-0.3, 0.0, 0.0], [1.3, -0.7, -0.2], [-0.8, -1.2, -0.4], [-0.2, 0.0, -0.5], [0.5, 0.6, 0.3], [0.5, 1.3, 1.9], [-1.1, 0.5, -0.6], [-0.2, -1.1, 0.2], [-0.6, -0.7, 0.3], [-0.2, 0.1, 0.4], [-0.1, -0.1, -0.4], [0.0, 0.4, -0.1], [0.2, -0.1, -0.2], [0.8, 0.1, -0.2], [-0.1, 0.4, 0.4], [-0.4, 0.3, 0.5], [-0.1, 0.5, 0.0], [0.0, -0.3, -0.1], [-0.3, 0.1, -0.1], [0.4, 0.4, -0.9], [0.1, -0.3, -0.5], [0.0, 0.1, 0.0], [0.6, -1.6, 0.2], [0.1, 1.7, 1.7], [0.2, -2.3, 0.0], [-1.0, 1.4, -1.4], [0.1, 0.7, -0.4]], "mulliken_charge": [-1.5025, -0.2373, -0.7646, 0.4595, -0.9732, -0.5598, -0.6105, -0.5502, -0.8053, 0.3828, 0.3661, 0.3525, 0.2597, 0.3565, 0.4242, 0.4605, 0.3276, 0.3745, 0.3464, 0.3528, 0.3427, 0.3906, 0.3099, 0.3366, 0.3451, 0.3835, 0.4323, -1.3400, -0.2485, -0.8148, 0.1196, -0.9801, -0.5677, -0.6473, -0.5907, -0.6685, 0.3633, 0.3711, 0.3426, 0.2875, 0.3596, 0.4860, 0.3464, 0.3428, 0.4293, 0.4100, 0.4108, 0.4129, 0.3023, 0.3801, 0.3613, 0.3005, 0.4292, 0.4031, -1.3939, -0.5563, -0.7517, 0.1857, -0.8974, -0.6193, -0.6681, -0.4711, -0.5445, 0.3537, 0.3621, 0.3411, 0.4177, 0.4908, 0.4877, 0.3429, 0.3625, 0.3962, 0.3730, 0.4468, 0.3655, 0.3979, 0.3637, 0.3190, 0.2716, 0.3885, 0.2370, -1.3779, -0.3739, -0.6893, 0.1838, -0.9042, -0.7367, -0.6041, -0.6046, -0.6087, 0.3531, 0.3933, 0.3506, 0.3407, 0.3918, 0.3406, 0.4596, 0.3651, 0.3898, 0.3159, 0.4913, 0.3911, 0.3480, 0.3173, 0.2700, 0.4008, 0.4283, 0.3683, -0.9121, -0.1171, -0.8130, -0.9722, -0.5069, -0.4862, -0.5348, 0.3605, 0.4031, 0.4218, 0.3672, 0.4189, 0.3420, 0.3864, 0.4190, 0.3848, 0.4725, 0.3518, 0.3493, 0.3422, 0.3231, -0.8692, -0.2222, -0.8354, -0.9012, -0.5056, -0.4558, -0.5272, 0.3854, 0.3644, 0.3777, 0.3675, 0.4064, 0.3639, 0.4379, 0.3801, 0.3884, 0.4403, 0.4045, 0.2587, 0.4051, 0.3367, -0.7615, -0.1254, -1.0774, -1.0130, -0.2903, -0.6739, -0.4857, 0.3669, 0.3358, 0.3396, 0.4405, 0.4466, 0.4054, 0.4140, 0.3748, 0.4772, 0.3388, 0.3659, 0.4852, 0.2953, 0.3412, -0.7567, 0.0617, -0.8664, -0.9992, -0.5918, -0.5588, -0.4870, 0.3416, 0.3513, 0.3485, 0.4203, 0.3461, 0.3230, 0.3796, 0.3966, 0.4740, 0.3972, 0.3839, 0.2757, 0.4530, 0.3071, 0.6194, -0.4029, -0.4205, -0.3910, -0.4079]}